Entry 1:
{"formula": "C2H2S2", "method": "the ωB97M-V functional and the def2-TZVPD basis", "species": ["C", "C", "S", "S", "H", "H"], "positions_angstrom": [[-1.552433, 0.665748, 0.115042], [-0.385895, 0.179298, 0.311912], [-5.456503, -0.589852, 0.018180], [-3.093091, 0.866337, -0.148200], [0.629630, 0.485572, 0.439716], [-0.424343, -0.851243, -0.012274]], "forces_ev_per_angstrom": [[-1.8, 0.2, 0.1], [1.1, -1.0, -0.6], [0.1, 0.0, 0.1], [0.5, 0.6, -0.1], [0.0, 0.9, 0.5], [0.0, -0.6, 0.0]], "homo_energy_ev": [-9.0, -9.1], "total_charge": 0, "e_above_lowest_kcal_mol": 83.62, "homo_lumo_gap_ev": [6.433, 6.624]}

Entry 2:
{"formula": "C2H2S3", "method": "the ωB97M-V functional and the def2-TZVPD basis", "species": ["C", "C", "S", "S", "S", "H", "H"], "positions_angstrom": [[1.913948, 1.462713, 1.350529], [-0.652822, 0.417908, -0.650434], [2.753747, 2.491666, 2.113431], [-0.121246, 1.917104, -0.382054], [-0.128677, -0.945854, 0.145559], [-1.301564, 0.086932, -1.394120], [0.938517, -0.235918, 0.691972]], "forces_ev_per_angstrom": [[0.9, -0.6, 0.6], [0.9, 0.7, 0.5], [-0.3, 0.2, -0.2], [-0.9, 1.0, -0.7], [1.5, -0.9, 1.3], [-1.5, 0.3, -1.5], [-0.6, -0.7, 0.2]], "homo_energy_ev": -8.2, "total_charge": 0, "e_above_lowest_kcal_mol": 57.07, "homo_lumo_gap_ev": 7.770}

Entry 3:
{"formula": "C2H2S5", "method": "the ωB97M-V functional and the def2-TZVPD basis", "species": ["C", "C", "S", "S", "S", "S", "S", "H", "H"], "positions_angstrom": [[-0.427170, -1.034513, 0.528954], [0.557107, -1.437611, 1.324518], [-1.982121, -2.127070, 0.392097], [0.296349, -2.887768, 2.349526], [-0.985775, -3.816365, 1.010192], [-0.753855, 0.105123, -0.716843], [2.155602, -0.777215, 1.593393], [0.341972, 0.953023, -0.887450], [1.917097, -0.087357, 0.429275]], "forces_ev_per_angstrom": [[-0.9, -1.4, -0.4], [-0.4, -0.9, 0.7], [1.2, 0.8, 1.0], [-0.6, 0.1, -0.2], [0.3, -0.1, 0.0], [0.7, 1.4, -1.1], [-0.6, 0.9, -1.5], [-0.6, -0.8, 0.8], [0.9, 0.1, 0.7]], "homo_energy_ev": -8.1, "total_charge": 0, "e_above_lowest_kcal_mol": 15.33, "homo_lumo_gap_ev": 7.851}

Question: Which formula does entry 2 have?
Answer: C2H2S3